(1)
The following is a quantum chemistry calculation of C25H36N3Os as an isolated structure, from the OMol25 dataset.

The orbital gap (spin up / spin down) is 8.26 / 5.48 eV. The expectation value of S² is 6.048. The energy above the lowest of the compared OMol25 structures with the same formula, charge and spin comes out at 5.5 kcal per mole. The calculation puts the largest force on an atom at 1.3 eV Å⁻¹. The calculation puts the lowest unoccupied orbital energy (spin up / spin down) at -8.960 / -11.813 eV.

The geometry in ORCA input format:
```
! RIJCOSX wB97M-V def2-TZVPD def2/J DEFGRID3
* xyz 3 5
H -3.958 -0.033 0.582
C 0.430 3.287 3.020
H 4.191 3.477 0.831
H 2.501 2.880 -2.320
C 3.443 3.524 0.042
C 0.258 -0.527 -4.954
C -1.010 1.852 1.774
H 2.398 0.280 0.209
H -2.755 2.424 -3.113
H -0.478 -1.049 3.484
C 1.215 -1.500 -4.743
H -2.203 -2.984 -0.600
H -1.580 1.463 -5.048
H 1.176 2.675 -1.160
N 0.145 -2.254 1.845
H 1.009 -1.777 -1.360
H 1.611 -3.763 2.126
C 2.110 2.247 -1.524
C 0.086 1.236 1.147
H -3.889 -3.017 -0.080
C 1.355 -2.966 1.419
H 1.916 1.257 -1.932
H -2.341 -1.976 3.023
C 1.520 2.745 2.359
H -3.292 -1.652 -1.025
C -0.972 -3.222 1.918
H 0.626 -2.360 3.911
C 1.371 1.748 1.394
C 0.390 -1.614 3.146
C -3.026 -2.363 -0.244
H 1.237 -0.931 3.070
H -2.030 1.559 1.521
H 2.202 -2.282 1.375
N -2.655 -1.641 0.978
H -3.094 -3.329 2.193
H 3.426 1.144 1.389
H 0.577 4.057 3.762
H -3.435 -0.176 2.282
C -0.433 0.061 -3.871
C 0.807 -1.414 -2.373
H -2.295 1.677 -0.858
H -0.813 -3.911 2.755
C -2.028 1.641 -2.967
C -0.164 -0.399 -2.544
C -0.841 0.178 -1.426
H 2.252 -2.696 -3.291
H 3.940 1.751 -0.787
C -3.725 -0.729 1.386
H 1.736 -1.941 -5.577
C 1.498 -1.938 -3.446
H -1.715 3.322 3.166
Os -0.631 -0.562 0.463
H 0.035 -0.211 -5.963
C -1.761 1.197 -1.672
C 2.606 1.251 0.673
C -0.851 2.869 2.702
H 3.864 4.089 -0.789
C -2.329 -2.550 2.092
H -4.649 -1.270 1.627
H -0.961 -3.826 1.006
H 2.562 4.047 0.404
H 2.508 3.093 2.620
C -1.376 1.092 -4.053
H 1.209 -3.429 0.440
N 3.077 2.169 -0.417
*
```


(2)
The following is a quantum chemistry calculation of C25H36O5 in the gas phase, from the OMol25 dataset.

The orbital gap is 9.60 eV. The energy above the lowest of the compared OMol25 structures with the same formula, charge and spin comes out at 0.0 kcal per mole. As for the SMILES: CC(=O)[C@H]1CC[C@@H]2[C@@H]3CC=C4C[C@@H](OC(=O)CCC(=O)O)CC[C@]4(C)[C@H]3CC[C@]12C. The calculation puts the largest force on an atom at 0.7 eV Å⁻¹. The calculation puts the lowest unoccupied orbital energy at 0.754 eV.

The geometry in ORCA input format:
```
! RIJCOSX wB97M-V def2-TZVPD def2/J DEFGRID3
* xyz 0 1
H 1.801 0.046 -1.905
H -4.110 -0.064 -1.335
C 3.004 -0.195 -0.154
H 3.069 -0.833 0.727
C -0.852 -2.138 -1.664
C -5.727 -1.764 -2.975
H -5.945 -3.895 -2.833
H 6.624 2.008 4.632
C -3.309 -1.841 -2.219
H -3.947 -3.740 -1.395
H 2.858 1.907 -0.608
H -1.098 -2.696 -0.763
H 5.456 2.953 2.586
H -4.836 0.021 -4.471
H -0.635 2.799 0.512
H 3.707 1.838 6.696
C -4.279 -1.798 -3.430
H 0.083 -2.538 -2.059
C -3.924 -0.491 -4.165
C -0.683 -0.653 -1.327
H -2.275 -0.513 0.099
H -2.028 -3.436 -2.907
H 1.648 0.894 1.998
H -0.388 -0.128 -2.242
C 0.361 -1.399 0.889
C 0.450 -0.412 -0.286
H 1.046 -1.116 1.682
C 4.361 1.179 2.159
H -4.128 -2.674 -4.065
C -3.181 -0.360 -1.832
C 1.574 1.457 1.067
H -6.625 -3.172 -4.287
O -6.238 -0.787 -2.487
C -0.656 1.799 0.098
C -1.950 -2.366 -2.697
H -3.348 -0.706 -5.065
O 4.488 1.517 6.217
H 1.466 2.512 1.328
C -2.022 -0.065 -0.867
H -2.769 1.825 -0.137
H -2.090 0.474 -3.519
H 6.459 1.554 2.175
C 1.803 -0.581 -1.009
C -3.849 -2.703 -1.079
C 5.581 1.880 2.734
H -0.642 -1.404 1.306
H -3.180 -2.674 -0.224
C -3.121 0.373 -3.180
C -6.496 -3.040 -3.214
C 2.868 1.260 0.278
H -1.850 1.952 -1.629
H 3.924 -0.319 -0.731
C 5.728 1.546 4.213
H -3.551 1.370 -3.104
H -7.474 -2.987 -2.742
O 3.815 0.244 2.686
H -1.674 -1.868 -3.627
O 4.016 1.735 1.005
C 4.532 2.045 4.989
H 1.920 -1.618 -1.328
H -4.822 -2.345 -0.752
H 5.795 0.468 4.362
C -1.889 1.444 -0.661
O 3.717 2.831 4.590
H 0.620 -2.406 0.573
C 0.385 0.997 0.268
*
```


Result set for calculated total energy: -33417.4260; -36749.1236 eV, one per record in the order listed.